# C30H70N8O13

11 unconnected molecules or ions with the total composition C30H70N8O13 at a distorted geometry (ωB97M-V/def2-TZVPD, the OMol25 dataset).

Values from the calculation:
Calculated total energy   -70778.2969 eV
Gap between HOMO and LUMO   2.05 eV
Total charge   -2

Atoms and positions in Å:
O 4.638 -3.484 -4.159
O 0.902 4.319 3.002
O -4.272 -3.400 -0.548
O 1.158 -3.391 1.673
O 5.636 1.004 2.371
O 3.888 3.968 1.529
O -1.717 -2.101 4.001
O -4.288 1.668 -1.411
O -2.246 -0.041 -4.437
O 1.036 0.706 5.886
O -2.246 2.124 -2.005
O 2.014 0.183 2.287
O -3.128 3.412 -0.367
N 2.480 -3.170 -4.391
N -4.214 -1.905 -2.071
N 4.871 -0.647 1.270
N 2.914 3.093 -0.216
N 0.287 -4.496 -0.112
N -3.488 -0.846 3.800
N -0.491 4.518 1.269
N -1.200 -0.348 -6.299
C -0.343 0.024 1.483
C 1.316 -3.934 0.554
C 1.596 -0.040 -0.218
C 7.208 0.069 0.775
C -1.453 0.802 6.226
C -1.217 3.320 3.307
C -1.217 -0.047 -5.025
C 0.176 5.475 0.430
C -2.379 -0.509 -7.224
C 3.667 -2.839 -3.851
C 3.785 -1.677 -2.897
C -3.814 -3.265 3.690
C 2.648 -3.878 -0.145
C -2.916 -2.061 3.883
C -3.242 2.489 -1.183
C -4.479 -2.767 -3.108
C -0.191 4.155 2.518
C -0.884 2.665 -1.905
C 3.661 3.966 0.351
C 4.169 5.177 -0.524
C -1.121 -4.696 0.413
C 1.104 0.405 1.221
C 0.263 1.555 8.039
C -4.043 -2.282 -0.835
C -3.364 -1.405 0.204
C 0.138 0.309 -4.367
C -0.002 1.426 6.526
C 5.816 0.173 1.519
C -5.571 1.849 -0.727
C 2.307 -4.089 -5.477
H -1.559 -0.233 6.552
H -0.036 2.464 6.196
H -3.905 -3.693 -3.128
H -0.946 0.262 0.606
H 2.622 0.256 -0.434
H 0.965 0.351 -1.017
H 2.374 2.441 0.335
H 0.967 0.016 -5.012
H -4.050 -2.343 -4.016
H 6.893 -0.463 -0.122
H -0.463 6.173 -0.111
H -1.765 2.695 2.603
H 0.779 4.850 -0.229
H -1.638 -3.756 0.218
H 4.712 4.941 -1.439
H -1.315 4.175 0.796
H -1.698 3.882 4.108
H 7.697 -0.692 1.383
H 0.928 6.017 1.003
H -6.200 0.968 -0.855
H -2.112 -1.080 -8.114
H -6.175 2.581 -1.263
H 1.605 -3.684 -6.206
H -5.537 -3.026 -3.105
H -0.614 2.965 -0.893
H 3.178 -4.316 -6.091
H 3.328 -3.046 0.035
H 1.209 1.985 8.368
H -2.242 1.302 6.788
H -5.545 2.200 0.305
H -3.160 -0.948 -6.603
H 3.846 -0.717 -3.410
H 2.835 -1.585 -2.371
H -4.485 -0.737 3.687
H -1.091 -4.676 1.502
H 0.293 0.651 8.647
H -1.797 -5.320 -0.171
H -2.774 -0.705 -0.387
H -2.760 -0.151 3.887
H 4.991 -1.446 0.663
H -0.722 0.343 2.453
H -4.193 -0.885 0.684
H 3.083 -4.817 0.197
H -0.356 2.141 8.718
H -2.715 0.480 -7.533
H -3.913 -3.779 4.646
H -2.621 -1.929 0.806
H -0.922 3.645 -2.383
H 4.827 5.895 -0.034
H 4.574 -1.695 -2.144
H 2.564 -4.067 -1.215
H 3.952 -0.526 1.672
H 0.291 -0.167 -3.398
H -4.780 -3.040 3.238
H -0.589 -1.020 1.679
H 0.181 1.398 -4.340
H 0.461 -4.856 -1.039
H 1.502 -1.118 -0.343
H -1.623 0.827 5.149
H 1.699 -2.752 -3.906
H 1.142 1.478 1.033
H 2.656 3.163 -1.190
H -3.375 -3.877 2.902
H 7.542 1.090 0.589
H 3.368 5.746 -0.998
H 1.799 -5.010 -5.192
H -0.640 2.565 3.841
H -4.225 -0.921 -2.299
H -0.324 -0.331 -6.802
H -0.149 1.926 -2.224